(1)
Molecular formula: C33H32ClN5O3PdS3
Method: DFT, wB97M-V/def2-TZVPD

CARTESIAN COORDINATES (ANGSTROEM)
C1 -0.6182 5.4591 -0.9773
S1 3.6385 -4.0607 1.3246
N1 1.1612 2.2769 -0.7965
H1 0.6108 -0.2134 2.8062
C2 3.4643 2.2038 -1.3955
H2 4.2800 -3.7543 -1.5515
C3 -3.3524 -1.4516 -0.4904
H3 -6.2216 -3.5321 -0.3937
C4 -0.2385 -0.4665 2.1912
H4 0.1114 -1.7660 -3.8516
C5 3.1012 -0.3866 2.5547
H5 4.6303 3.8341 -2.1799
C6 -6.2087 -1.2511 1.6355
S2 3.1876 1.4551 4.2746
O1 0.8717 -2.6112 -0.7924
C7 3.3155 -3.2796 -1.3483
H6 -3.2387 3.5232 -0.0683
N2 2.6258 0.7311 1.8867
C8 4.5005 0.0396 -1.4345
C9 -5.2883 -0.4432 0.7328
H7 -1.4220 -1.1596 3.8288
N3 -4.6712 -1.2435 -0.3218
H8 -6.4985 -1.1940 -1.2905
C10 2.5950 1.7731 2.6639
C11 3.2488 -2.8730 0.0586
H9 -5.1119 -1.4459 -2.3500
H10 -3.3497 -1.7524 2.3649
H11 -1.5239 1.7712 -0.1327
H12 2.5348 -4.0121 -1.5588
C12 3.4240 0.8380 -1.1105
H13 2.9586 3.7868 2.1074
H14 6.5868 2.4141 -2.6869
C13 3.2034 -1.6292 1.8781
C14 3.5395 -2.8696 2.4768
C15 -0.1213 -2.3661 -2.9791
C16 -5.7706 -3.2315 -1.3397
H15 -2.6754 5.8598 -0.5984
C17 0.0477 3.1231 -0.6960
H16 -5.8592 0.3542 0.2498
C18 -2.2186 3.7770 -0.3231
C19 5.7003 1.9787 -2.2479
H17 6.4731 -0.0196 -2.2623
S3 2.0194 4.6128 -1.4423
C20 -5.5541 -1.7281 -1.3944
H18 -4.5085 0.0493 1.3101
C21 0.3478 4.4566 -1.0066
H19 -5.6791 -2.0708 2.1231
N4 -0.1147 -0.2679 0.8735
C22 0.6902 -1.9059 -1.7714
C23 -1.1612 -0.5624 0.1072
H20 1.4777 3.0794 1.4297
Cl1 0.1458 -4.0774 -3.3707
H21 1.5437 3.5603 3.1356
O2 -2.8761 -1.9244 -1.5155
H22 -1.0609 -0.3788 -0.9506
C24 2.1099 3.1290 2.3107
H23 4.4909 -1.0328 -1.2685
H24 -0.3696 6.4808 -1.2283
C25 4.6065 2.7744 -1.9537
C26 -2.4564 -1.3135 1.9440
H25 -4.8254 -3.7575 -1.4626
C27 -1.3806 -0.9936 2.7616
H26 3.7179 -3.0629 3.5235
C28 3.4511 -0.1552 3.8751
C29 -1.9024 5.1046 -0.6276
C30 -1.2623 2.7839 -0.3531
C31 2.2297 2.9332 -1.1821
C32 -2.3577 -1.0660 0.5859
H27 3.8503 -0.8583 4.5890
H28 -6.6373 -0.6094 2.4050
C33 5.6358 0.6154 -2.0040
O3 1.1019 -0.6627 -1.8794
H29 3.1734 -2.4211 -2.0007
N5 3.0128 -1.6898 0.5356
H30 -6.4363 -3.5394 -2.1454
Pd1 1.7621 0.2600 -0.1674
H31 -7.0326 -1.6839 1.0691
H32 -1.1738 -2.2640 -2.7112

Summary:
Gap between HOMO and LUMO (spin up / spin down)   0.180 / 0.180 hartree
E_HOMO (spin up / spin down)   -13.7 / -13.7 eV
Lowest unoccupied orbital energy (spin up / spin down)   -8.785 / -8.787 eV
Total charge   +2

---

(2)
Molecular formula: CH3IN4
Method: DFT, wB97M-V/def2-TZVPD

CARTESIAN COORDINATES (ANGSTROEM)
N1 -1.2893 0.4694 -1.0353
I1 3.1722 0.3312 0.7720
N2 -0.5530 -1.0196 0.6189
H1 -0.9728 -1.9550 0.8461
N3 -1.4690 -0.5883 -0.4795
H2 2.0038 -0.6371 1.1444
C1 -0.8774 1.5889 -1.1593
N4 0.2634 -0.3824 1.1078
H3 -0.2779 2.1929 -1.8151

Summary:
Gap between HOMO and LUMO   0.333 hartree
E_HOMO   -9.1 eV
Lowest unoccupied orbital energy   -0.002 eV

---

(3)
Molecular formula: C29H43F5N6O5S2Sb2TeW
Method: DFT, wB97M-V/def2-TZVPD

CARTESIAN COORDINATES (ANGSTROEM)
C1 -3.2699 -1.7281 -2.3699
H1 -0.3702 -3.7128 2.6409
F1 2.2561 -2.4528 4.4905
H2 -3.8325 0.6543 4.5407
W1 0.2358 -0.7039 1.6300
O1 4.4578 4.1682 -1.0871
H3 -1.7259 -3.4799 -1.4782
H4 -7.6068 0.0660 1.0088
N1 -0.9844 -4.0694 -1.1412
H5 -0.6529 1.0754 -4.0284
H6 -2.6608 2.4103 -1.3351
H7 -3.3086 -2.4328 -1.5407
H8 4.6387 2.7986 4.7409
C2 -2.7015 -2.1074 1.1183
H9 -2.5770 -5.1956 2.6729
H10 -1.9501 0.0186 -4.6558
Sb1 -1.9139 -0.1156 -1.9891
C3 2.5520 2.2877 4.5796
N2 1.2052 0.7568 2.9479
Sb2 -2.1195 0.8789 2.4799
H11 -1.6161 -5.8638 -0.2603
O2 2.9080 4.3085 0.4951
H12 -2.9182 -0.8600 4.3480
O3 -0.0632 0.9656 0.4935
H13 -5.5352 0.6142 -2.6846
C4 1.1813 -5.6367 -0.3231
C5 2.2770 3.7489 4.1820
C6 -1.1438 -5.5284 -1.1863
H14 0.6003 -5.9664 -2.3642
C7 -2.4419 -4.2294 2.2148
H15 2.6746 2.6082 6.6912
H16 -1.8088 -5.7683 -2.0136
H17 0.9159 -5.9701 0.6830
C8 1.4626 2.0008 -1.0074
H18 1.0302 2.2685 6.1444
C9 -6.7266 0.3723 0.4597
H19 -5.7278 1.1017 2.1984
H20 2.0716 0.7739 -3.7409
H21 -4.3026 -0.5108 3.2848
C10 -3.4622 -0.0764 3.8234
F2 1.9820 -0.3122 0.9159
H22 -0.6533 3.0248 3.1001
H23 4.3046 1.7568 3.3637
H24 2.2034 -5.9532 -0.5185
F3 2.7840 -4.4047 2.9280
C11 3.4085 3.8087 -0.6359
H25 -3.5295 1.8504 -2.7788
C12 2.0783 2.0011 6.0102
C13 -1.3192 -3.4733 2.1922
H26 2.8329 4.3892 4.8660
C14 2.6051 2.7631 -1.3409
C15 2.9730 2.2830 -2.5765
F4 -0.3555 -1.0682 3.4442
C16 -4.5074 1.3702 0.4595
H27 -0.4050 -0.6884 -4.1202
H28 -7.5257 -0.1531 -1.4669
O4 1.2492 -2.3578 2.0766
F5 3.4174 -3.1097 0.8658
H29 -2.8104 2.7238 0.6707
H30 -4.2712 -1.3205 -2.4915
H31 0.1267 -7.2572 -1.2649
H32 -0.9756 2.0703 4.5861
C17 0.2178 -6.1773 -1.3643
C18 -5.5549 0.6717 -1.6016
C19 -5.6574 0.9420 1.1285
C20 -1.1304 0.1036 -3.9427
H33 -3.0557 -1.2291 0.5959
C21 1.7957 1.4267 3.6635
C22 -4.4496 1.2129 -0.9352
O5 0.6242 3.0141 0.9502
C23 -3.4473 2.0650 1.2589
C24 4.0474 1.9478 4.4058
H34 -2.9740 -2.2321 -3.2897
C25 -3.2676 1.6093 -1.7472
H35 1.2186 3.9941 4.2662
H36 3.8028 2.5599 -3.2048
N3 2.0798 1.3348 -2.9051
H37 -3.9257 2.6858 2.0191
H38 2.6130 3.9577 3.1662
C26 0.1324 -3.4714 -0.7396
S1 0.2766 -1.7112 -0.8511
N4 1.1667 -4.1710 -0.3601
N5 1.1536 1.1336 -1.9636
H39 -2.2389 3.1236 3.9135
H40 2.2152 0.9527 6.2735
C27 0.6555 2.0334 0.2272
C28 -6.6811 0.2469 -0.9227
Te1 2.9787 -2.5692 2.7223
N6 -1.4726 -2.2596 1.5529
S2 -3.7264 -3.4146 1.4384
H41 2.0173 -3.6772 -0.0876
H42 4.3211 1.0798 5.0047
H43 2.0117 3.9567 0.6714
C29 -1.3993 2.4743 3.6685

Summary:
<S²>   2.01
Gap between HOMO and LUMO (spin up / spin down)   0.268 / 0.226 hartree
E_HOMO (spin up / spin down)   -13.1 / -13.5 eV
Lowest unoccupied orbital energy (spin up / spin down)   -5.821 / -7.386 eV
2S+1   3
Total charge   +2

---

(4)
Molecular formula: C6H7N3S
Method: DFT, wB97M-V/def2-TZVPD

CARTESIAN COORDINATES (ANGSTROEM)
H1 0.5096 1.9515 -1.3536
C1 1.1786 1.0949 -1.4790
C2 0.8007 -2.0412 1.8833
N1 -0.3430 -2.0567 -0.1007
H2 1.1206 -2.3572 2.8556
N2 -1.2090 -0.7007 -3.2878
C3 0.3871 -0.9755 -0.2625
S1 1.4487 -0.6544 1.1499
H3 1.9483 1.1353 -0.7117
H4 -2.1326 1.2049 1.2517
H5 -2.6988 1.2138 -0.2766
C4 -0.1334 -2.6455 1.0636
C5 0.3736 -0.1442 -1.3692
N3 -1.8746 1.4085 0.2882
H6 1.6358 1.1754 -2.4673
C6 -0.5031 -0.4550 -2.4151
H7 -0.6833 -3.5369 1.3101

Summary:
Gap between HOMO and LUMO (spin up / spin down)   0.304 / 0.254 hartree
E_HOMO (spin up / spin down)   -9.8 / -7.8 eV
Lowest unoccupied orbital energy (spin up / spin down)   -1.553 / -0.946 eV

---

E, respectively: -96827.4919 -15140.1545 -107391.2971 -21637.6197 eV.
Energy above the lowest of the compared OMol25 structures with the same formula, charge and spin, respectively: 1.3877 5.1135 0.0000 2.2763 eV.